{"formula": "C40H39ClCrN3O5S", "method": "ωB97M-V/def2-TZVPD", "homo_energy_ev": [-7.38, -7.38], "multiplicity": 2, "homo_lumo_gap_ev": [6.43, 7.01], "s2": 0.762, "species": ["Cr", "C", "N", "C", "C", "C", "N", "C", "C", "C", "C", "C", "C", "C", "O", "C", "C", "C", "N", "C", "C", "C", "C", "C", "C", "C", "O", "H", "H", "H", "H", "H", "H", "H", "H", "H", "H", "H", "H", "H", "H", "H", "H", "H", "H", "H", "H", "H", "H", "H", "H", "H", "O", "S", "C", "C", "C", "C", "C", "C", "C", "C", "C", "C", "C", "C", "H", "H", "H", "H", "H", "H", "H", "H", "H", "H", "Cl", "C", "C", "C", "C", "C", "C", "C", "O", "O", "H", "H", "H", "H"], "coordinates": [[-0.17730, -1.92305, -0.29116], [0.62259, 0.02437, -2.66705], [0.09741, -1.34678, -2.43624], [1.00106, -2.28855, -3.16114], [2.14271, -2.89446, -2.33640], [2.71928, -2.03590, -1.20946], [1.83276, -2.06274, -0.04570], [2.36633, -2.45824, 1.06200], [1.73589, -2.66785, 2.32341], [2.55381, -2.98238, 3.42485], [2.02918, -3.14495, 4.67887], [0.64603, -2.99188, 4.86044], [-0.17612, -2.69967, 3.80353], [0.34068, -2.53527, 2.50582], [-0.47751, -2.28713, 1.51593], [-1.24730, -1.42506, -3.07527], [-2.29368, -0.49288, -2.46507], [-2.97642, -1.05812, -1.20932], [-2.16514, -2.09069, -0.57164], [-2.79088, -3.09703, -0.07048], [-2.19081, -4.29488, 0.43086], [-2.96902, -5.18803, 1.18463], [-2.46159, -6.39131, 1.60495], [-1.15884, -6.74585, 1.23144], [-0.38396, -5.89932, 0.47342], [-0.86270, -4.63875, 0.07125], [-0.10031, -3.84758, -0.64657], [0.45624, 0.31667, -3.70994], [0.15462, 0.74326, -2.01303], [1.68560, 0.06520, -2.46784], [0.40415, -3.11501, -3.54642], [1.41200, -1.75701, -4.02368], [1.78947, -3.81310, -1.87396], [2.94610, -3.15243, -3.02889], [3.69285, -2.44973, -0.94325], [2.88920, -1.00401, -1.51472], [3.43815, -2.66311, 1.05848], [3.62313, -3.07378, 3.26501], [2.67071, -3.37442, 5.51912], [0.22622, -3.09172, 5.85371], [-1.23986, -2.55601, 3.94379], [-1.13428, -1.17484, -4.13565], [-1.59048, -2.45851, -3.00492], [-1.84378, 0.47112, -2.23612], [-3.05937, -0.31219, -3.21934], [-3.14466, -0.26563, -0.48280], [-3.95089, -1.47045, -1.47686], [-3.88261, -3.08174, -0.06947], [-3.98121, -4.89821, 1.44764], [-3.06235, -7.06364, 2.20250], [-0.75413, -7.69997, 1.54497], [0.62543, -6.16961, 0.18768], [-0.53749, 0.54350, 0.01872], [1.46362, 2.77726, -0.97098], [0.79723, 3.95915, -2.12517], [-0.42762, 3.77831, -2.76053], [-0.88203, 4.72419, -3.66810], [-0.10806, 5.83747, -3.96695], [1.12253, 6.00946, -3.35004], [1.57272, 5.07682, -2.42453], [0.85052, 2.69159, 1.81749], [-0.14369, 3.76526, 2.32198], [0.37291, 4.77304, 3.29629], [1.68228, 4.96079, 3.43781], [2.65364, 4.15929, 2.68430], [2.28346, 3.12963, 1.92446], [-1.02902, 2.90688, -2.53566], [-1.84408, 4.58555, -4.14621], [-0.46727, 6.57175, -4.67770], [1.72852, 6.87807, -3.57712], [2.52111, 5.20979, -1.91894], [-1.06638, 3.30315, 2.67630], [-0.34728, 5.35278, 3.86315], [2.06639, 5.69567, 4.13619], [3.70347, 4.41263, 2.77751], [3.01049, 2.50390, 1.42152], [-4.08485, 4.08114, -0.62306], [-2.48613, 3.68385, -0.05804], [-2.13861, 2.27105, -0.09577], [-0.88188, 1.84657, 0.11730], [0.22758, 2.83827, 0.40704], [-0.30231, 4.23129, 0.82987], [-1.64436, 4.63423, 0.32779], [0.80192, 1.24815, 2.34730], [0.37281, 1.00754, 3.46125], [1.23429, 0.41794, 1.44644], [-2.92651, 1.57022, -0.32234], [0.28698, 0.39895, 0.72188], [0.44883, 4.99452, 0.62232], [-1.91012, 5.68316, 0.30233]], "lowdin_charge": [0.937, -0.076, -0.231, -0.169, -0.145, -0.175, -0.041, -0.058, -0.130, -0.035, -0.085, -0.063, 0.009, -0.293, -0.132, -0.180, -0.130, -0.167, -0.051, -0.050, -0.142, -0.034, -0.088, -0.067, 0.003, -0.317, -0.139, 0.111, 0.018, 0.071, 0.123, 0.124, 0.098, 0.119, 0.117, 0.110, 0.135, 0.113, 0.100, 0.107, 0.123, 0.129, 0.126, 0.082, 0.122, 0.101, 0.120, 0.143, 0.116, 0.101, 0.106, 0.119, -0.077, 1.071, -0.497, -0.091, -0.075, -0.090, -0.085, -0.105, -0.278, -0.142, -0.036, -0.084, -0.063, -0.047, 0.095, 0.105, 0.101, 0.102, 0.101, 0.160, 0.107, 0.097, 0.100, 0.108, 0.657, -0.673, -0.054, -0.300, -0.428, -0.177, -0.075, -0.524, 0.110, -0.003, 0.082, -0.039, 0.154, 0.113]}

{"formula": "C40H39HfN4P2S3", "method": "ωB97M-V/def2-TZVPD", "homo_energy_ev": [-12.31, -12.39], "charge": 2, "multiplicity": 2, "homo_lumo_gap_ev": [6.85, 6.20], "s2": 0.755, "species": ["Hf", "N", "C", "C", "C", "C", "C", "C", "N", "C", "C", "C", "S", "C", "N", "H", "H", "H", "H", "H", "H", "H", "C", "S", "C", "C", "C", "N", "P", "C", "C", "C", "C", "C", "C", "C", "C", "C", "C", "C", "C", "P", "C", "C", "C", "C", "C", "C", "C", "C", "C", "C", "C", "C", "H", "H", "H", "H", "H", "H", "H", "H", "H", "H", "H", "H", "H", "H", "H", "H", "H", "H", "H", "H", "H", "H", "H", "H", "H", "H", "H", "H", "H", "S", "C", "C", "H", "H", "H"], "coordinates": [[-1.10286, 1.77421, -0.13022], [-2.89945, 5.17424, 1.79078], [-2.07305, 4.98912, 2.88593], [-1.94818, 5.68953, 4.07913], [-1.02105, 5.21003, 4.97856], [-0.24717, 4.07459, 4.69874], [-0.37642, 3.37629, 3.51682], [-1.31447, 3.84525, 2.59855], [-1.69518, 3.37639, 1.33883], [-2.64385, 4.19684, 0.90801], [-3.32647, 3.97539, -0.34781], [-4.11278, 4.85253, -1.02775], [-4.73174, 4.11840, -2.43438], [-3.88964, 2.69253, -2.05108], [-3.19375, 2.73348, -0.94500], [-3.57068, 5.91871, 1.69219], [-2.54609, 6.56601, 4.29007], [-0.89109, 5.71369, 5.92658], [0.46969, 3.74024, 5.43639], [0.21225, 2.49341, 3.32346], [-4.34820, 5.87601, -0.78273], [-3.93777, 1.81827, -2.67556], [-0.94564, -6.33537, 0.01610], [0.13352, -5.69239, -1.29228], [1.51216, -5.02202, -0.29151], [1.72264, -3.51673, -0.46856], [0.49240, -2.72015, -0.04554], [0.64307, -1.25946, -0.22804], [0.08136, -0.37081, -1.59237], [0.53952, -1.41163, -3.00348], [-0.20513, -2.50927, -3.42330], [0.26827, -3.29450, -4.46184], [1.46190, -2.97519, -5.09503], [2.18993, -1.86157, -4.69872], [1.72942, -1.07665, -3.65502], [-1.75394, -0.62438, -1.58281], [-2.45848, -0.29087, -2.75132], [-3.81040, -0.56874, -2.85406], [-4.49699, -1.12589, -1.77913], [-3.81846, -1.43347, -0.61164], [-2.45100, -1.20158, -0.51762], [1.14094, -0.25974, 1.05700], [1.93775, -1.27678, 2.29919], [3.31244, -1.51060, 2.26067], [3.90379, -2.26572, 3.25910], [3.13320, -2.77147, 4.29838], [1.77045, -2.51176, 4.35285], [1.16581, -1.76316, 3.35675], [2.33640, 0.87388, 0.31062], [3.22753, 0.41949, -0.66210], [4.13790, 1.29480, -1.23100], [4.18182, 2.61927, -0.81422], [3.32789, 3.06731, 0.18174], [2.40175, 2.20079, 0.74484], [-1.80812, -6.77255, -0.48154], [-1.27092, -5.53241, 0.67648], [-0.42706, -7.10577, 0.58154], [2.40904, -5.56119, -0.58864], [1.29606, -5.26101, 0.75039], [1.95477, -3.28885, -1.51167], [2.57938, -3.21315, 0.13976], [0.28507, -2.91058, 1.01087], [-0.36489, -3.06947, -0.62120], [-1.14123, -2.76513, -2.94420], [-0.29581, -4.16414, -4.77094], [1.82274, -3.59433, -5.90555], [3.10920, -1.60179, -5.20668], [2.28462, -0.20169, -3.33636], [-1.91582, 0.10722, -3.60353], [-4.33171, -0.36924, -3.78307], [-5.55411, -1.34131, -1.86244], [-4.33851, -1.89348, 0.21842], [-1.91889, -1.54108, 0.35828], [3.91601, -1.09900, 1.46132], [4.96891, -2.45259, 3.23799], [3.59873, -3.36525, 5.07365], [1.17909, -2.88220, 5.17951], [0.10441, -1.55306, 3.39764], [3.19884, -0.61879, -0.97531], [4.82113, 0.94132, -1.99225], [4.89895, 3.29917, -1.25518], [3.38410, 4.09102, 0.52764], [1.76710, 2.54200, 1.55143], [-1.62998, 0.21145, 2.20451], [-0.15578, 0.79832, 1.54141], [-0.13701, 3.08955, -1.59930], [0.93035, 2.90634, -1.73523], [-0.24123, 4.14021, -1.29409], [-0.60123, 3.00066, -2.59084]], "lowdin_charge": [1.449, 0.211, -0.159, 0.008, -0.051, -0.048, -0.019, -0.191, 0.016, -0.259, -0.314, -0.292, 1.155, -0.411, -0.051, 0.182, 0.124, 0.119, 0.117, 0.076, 0.096, 0.060, -0.401, 0.805, -0.460, -0.238, -0.251, -0.377, 1.011, -0.357, -0.094, -0.052, -0.044, -0.055, -0.096, -0.437, -0.125, -0.086, -0.036, -0.037, -0.152, 0.831, -0.299, -0.070, -0.050, -0.044, -0.051, -0.083, -0.339, -0.114, -0.052, -0.046, -0.054, -0.091, 0.034, 0.029, 0.041, 0.075, 0.081, 0.103, 0.103, 0.115, 0.079, 0.109, 0.118, 0.119, 0.116, 0.093, 0.125, 0.124, 0.122, 0.124, 0.046, 0.105, 0.118, 0.118, 0.117, 0.065, 0.103, 0.118, 0.119, 0.118, 0.087, 0.595, -0.979, -0.296, -0.017, 0.003, -0.001]}

E, respectively: -108599.05898; -100452.11813 eV.